Density functional theory data (wB97M-V/def2-TZVPD) for a structure of composition CHF3O3STm.

Structure (ORCA input):
```
! RIJCOSX wB97M-V def2-TZVPD def2/J DEFGRID3
* xyz -1 3
S -0.770 0.599 0.791
O 0.459 1.235 1.388
O -1.211 0.505 -0.677
C -0.419 -1.241 1.075
F 0.171 -2.159 0.296
F -1.654 -1.784 1.181
Tm -0.612 1.944 -2.721
O 1.407 0.843 -1.942
H 2.173 1.446 -1.637
F 0.456 -1.390 2.246
*
```

Calculated total energy   -2047.36173 a.u.
Gap between HOMO and LUMO (spin up / spin down)   5.605 / 6.055 eV
LUMO (spin up / spin down)   3.0 / 2.6 eV

Löwdin atomic charge list, values in e, 4 entries:
1 S 0.76
2 O -0.52
3 O -0.76
4 C -0.60


Density functional theory data (wB97M-V/def2-TZVPD) for a cluster of 2 separate species, CHF3OS2 in total.

Structure (ORCA input):
```
! RIJCOSX wB97M-V def2-TZVPD def2/J DEFGRID3
* xyz 0 1
C -0.839 -0.687 0.702
O 0.468 2.263 -0.305
F 0.210 -0.956 1.603
F -0.948 -1.748 -0.114
F -1.943 -0.470 1.367
S 0.752 0.438 -2.597
S 0.588 0.883 -0.727
H 1.712 0.278 0.071
*
```

Calculated total energy   -1209.78120 a.u.
Gap between HOMO and LUMO (spin up / spin down)   7.856 / 7.672 eV
LUMO (spin up / spin down)   -1.9 / -2.4 eV

Löwdin atomic charge list, values in e, 4 entries:
1 C -0.45
2 O -0.50
3 F 0.02
4 F 0.10


Density functional theory data (wB97M-V/def2-TZVPD) for a structure of composition CHF4PS2.

Structure (ORCA input):
```
! RIJCOSX wB97M-V def2-TZVPD def2/J DEFGRID3
* xyz 0 1
C -2.401 -0.081 -0.540
F -1.918 0.092 0.724
F -2.823 1.190 -0.892
F -3.445 -0.810 -0.556
F -0.558 -1.905 -1.099
P -1.119 -0.626 -1.900
S 0.936 0.773 -0.836
S 0.710 2.597 -0.038
H 0.907 -0.121 0.383
*
```

Calculated total energy   -1575.84824 a.u.
Gap between HOMO and LUMO (spin up / spin down)   6.319 / 7.182 eV
LUMO (spin up / spin down)   -2.1 / -1.7 eV

Löwdin atomic charge list, values in e, 4 entries:
1 C -0.83
2 F 0.05
3 F 0.03
4 F 0.15